1.
A structure of composition C40H39BN5O2PtSe. Source: OMol25; level of theory: wB97M-V/def2-TZVPD.

Geometry as ORCA input:
```
! wB97M-V def2-TZVPD RIJCOSX def2/J DEFGRID3
* xyz -1 1
Pt 1.193 0.496 0.207
C -1.063 -0.051 5.381
C -1.519 0.214 4.098
C -0.622 0.386 3.055
C 0.739 0.304 3.299
C 1.207 0.059 4.585
C 0.304 -0.127 5.619
N 1.651 0.525 2.198
N 2.815 0.861 2.572
C 3.659 1.209 1.516
C 5.006 1.450 1.813
C 5.860 1.802 0.793
C 5.356 1.888 -0.513
C 4.024 1.638 -0.783
C 3.101 1.323 0.231
H -1.766 -0.199 6.190
H -2.580 0.289 3.899
H -0.958 0.618 2.054
H 2.271 0.002 4.761
H 0.673 -0.332 6.616
H 5.355 1.345 2.833
H 6.908 1.992 0.991
H 6.028 2.158 -1.321
H 3.672 1.692 -1.809
C -4.921 -5.125 -1.018
C -3.982 -5.726 0.029
C -4.797 -5.998 1.300
C -3.449 -7.056 -0.520
C -2.813 -4.796 0.360
C -1.854 -5.210 1.286
C -0.762 -4.420 1.644
C -0.653 -3.187 1.043
O 0.295 -2.229 1.203
B -0.060 -1.137 0.346
O -1.265 -1.518 -0.317
C -1.595 -2.761 0.123
C -2.677 -3.536 -0.236
H -5.733 -5.826 -1.224
H -4.402 -4.928 -1.957
H -5.366 -4.192 -0.671
H -5.647 -6.649 1.078
H -5.178 -5.065 1.719
H -4.190 -6.483 2.065
H -4.277 -7.726 -0.763
H -2.809 -7.559 0.205
H -2.862 -6.890 -1.425
H -1.953 -6.183 1.752
H -0.030 -4.759 2.364
H -3.382 -3.160 -0.962
N 1.085 0.459 -1.760
C 0.344 0.968 -2.641
C -0.908 1.768 -2.398
C -1.086 3.021 -2.977
C -2.225 3.769 -2.720
C -3.224 3.254 -1.905
C -3.066 1.994 -1.346
C -1.912 1.263 -1.579
C 0.717 0.765 -4.091
C 2.042 0.477 -4.418
C 2.418 0.253 -5.731
C 1.473 0.306 -6.750
C 0.151 0.581 -6.435
C -0.221 0.814 -5.118
H -0.317 3.417 -3.631
H -2.337 4.753 -3.160
H -4.114 3.835 -1.700
H -3.837 1.586 -0.705
H -1.778 0.290 -1.128
H 2.756 0.413 -3.607
H 3.453 0.034 -5.963
H 1.766 0.128 -7.777
H -0.597 0.614 -7.218
H -1.256 1.028 -4.883
C 1.473 3.969 3.886
N 2.032 4.219 2.575
C 3.358 4.514 2.323
C 3.501 4.571 0.985
N 2.266 4.315 0.433
C 1.982 4.130 -0.975
C 1.359 4.072 1.406
Se -0.402 3.632 1.141
H 1.801 4.751 4.572
H 1.789 2.992 4.255
H 0.388 3.985 3.794
H 4.073 4.643 3.113
H 4.369 4.750 0.379
H 2.858 4.437 -1.543
H 1.115 4.729 -1.251
H 1.755 3.080 -1.163
*
```

Strongest force on any atom, eV/Å: 0.69
Relative energy (zero: lowest compared OMol25 entry of this formula, charge and spin), kcal per mole: 3.1
Orbital gap, hartree: 0.2299
E_tot, eV: -122931.830

2.
A structure of composition C40H39Cl3LuNO2P2S4 in a non-equilibrium geometry. Source: OMol25; level of theory: wB97M-V/def2-TZVPD.

Geometry as ORCA input:
```
! wB97M-V def2-TZVPD RIJCOSX def2/J DEFGRID3
* xyz 0 1
Lu -0.774 0.250 -0.638
S -0.339 1.974 1.316
P 0.912 0.447 1.801
C 0.787 -0.947 0.775
P 1.867 -0.904 -0.575
S 1.376 0.289 -2.154
C 3.640 -0.645 -0.269
C 4.218 -1.424 0.726
C 5.538 -1.213 1.075
C 6.272 -0.228 0.431
C 5.698 0.527 -0.576
C 4.377 0.326 -0.928
C 1.804 -2.621 -1.183
C 0.794 -3.475 -0.754
C 0.745 -4.772 -1.231
C 1.707 -5.226 -2.119
C 2.727 -4.380 -2.528
C 2.771 -3.076 -2.072
C 2.525 1.234 2.106
C 3.336 0.817 3.154
C 4.575 1.404 3.325
C 5.008 2.388 2.453
C 4.203 2.794 1.401
C 2.960 2.217 1.224
C 0.417 -0.161 3.444
C 0.050 0.728 4.447
C -0.293 0.249 5.697
C -0.271 -1.114 5.955
C 0.098 -2.001 4.955
C 0.439 -1.526 3.701
H 3.609 -2.177 1.211
H 5.994 -1.809 1.852
H 7.299 -0.051 0.714
H 6.280 1.281 -1.085
H 3.917 0.915 -1.710
H 0.055 -3.118 -0.044
H -0.043 -5.436 -0.903
H 1.671 -6.244 -2.482
H 3.494 -4.742 -3.198
H 3.556 -2.403 -2.396
H 2.985 0.044 3.826
H 5.209 1.089 4.141
H 5.981 2.836 2.597
H 4.554 3.555 0.720
H 2.310 2.523 0.411
H 0.024 1.787 4.230
H -0.585 0.940 6.475
H -0.555 -1.483 6.931
H 0.122 -3.063 5.156
H 0.715 -2.204 2.904
C -3.310 2.023 -4.285
C -3.702 2.030 -2.801
C -5.050 2.740 -2.638
C -2.610 2.682 -1.956
C -2.922 3.446 -0.828
C -1.976 4.243 -0.210
C -0.660 4.287 -0.659
C 0.333 5.184 0.011
C -0.310 3.455 -1.716
C -1.263 2.662 -2.359
H -4.167 1.736 -4.893
H -2.509 1.314 -4.477
H -2.985 3.015 -4.595
H -3.829 0.987 -2.472
H -4.933 3.811 -2.787
H -5.472 2.567 -1.651
H -5.760 2.364 -3.372
H -3.931 3.465 -0.443
H -2.264 4.853 0.633
H 0.541 4.800 1.010
H -0.065 6.193 0.105
H 1.267 5.219 -0.542
H 0.704 3.461 -2.099
H -0.970 2.146 -3.269
S -2.780 -0.336 1.378
C -3.692 -1.634 0.893
N -4.906 -1.480 0.365
C -5.599 -2.628 -0.176
C -4.892 -3.875 0.358
S -3.289 -3.312 1.063
H -5.249 -0.544 0.208
H -5.567 -2.587 -1.273
H -6.646 -2.594 0.139
H -4.673 -4.597 -0.426
H -5.449 -4.359 1.159
Cl -4.012 -2.211 -3.554
C -2.307 -2.541 -3.202
Cl -2.154 -4.171 -2.577
Cl -1.336 -2.316 -4.657
C -1.883 -1.493 -2.163
O -1.842 -0.311 -2.538
O -1.641 -1.866 -1.011
*
```

Strongest force on any atom, eV/Å: 2.30
Relative energy (zero: lowest compared OMol25 entry of this formula, charge and spin), kcal per mole: 18.1
Orbital gap, hartree: 0.2786
E_tot, eV: -180810.563